Record 1
ORCA calculation (ωB97M-V with the def2-TZVPD basis set) on a molecular structure, C6H10LiO6 at a distorted geometry.

## Properties
energy = -693.44260 Eh
LUMO level = -4.21 eV
multiplicity = 1
total charge = +1
HOMO energy = -13.31 eV
relative energy (zero: lowest compared OMol25 entry of this formula, charge and spin) = 26.7 kJ/mol

Geometry (Å):
1 O 2.33 -1.79 -0.20
2 C 3.10 -0.74 -0.35
3 O 2.51 0.38 -0.72
4 C 1.10 0.47 -1.08
5 C 0.37 1.25 -0.01
6 C -0.17 0.42 1.16
7 C -1.30 -0.52 0.79
8 O -2.46 0.28 0.50
9 C -3.45 -0.29 -0.16
10 O -3.62 -1.47 -0.32
11 O -4.24 0.67 -0.64
12 H 0.71 -0.54 -1.22
13 H 1.08 1.00 -2.04
14 H -0.45 1.78 -0.51
15 H 1.04 2.03 0.38
16 H -0.52 1.11 1.94
17 H 0.63 -0.18 1.61
18 H -1.54 -1.20 1.61
19 H -1.06 -1.13 -0.10
20 H -5.01 0.26 -1.06
21 Li 3.94 1.31 -0.23
22 O 4.17 -0.67 0.24
23 H 2.84 -2.40 0.41

Per-atom Mulliken charges, elementary charge units:
1 O -0.418
2 C 1.058
3 O -0.542
4 C -0.381
5 C -0.610
6 C -0.624
7 C -0.597
8 O -0.304
9 C 0.673
10 O -0.541
11 O -0.428
12 H 0.352
13 H 0.337
14 H 0.446
15 H 0.268
16 H 0.349
17 H 0.349
18 H 0.423
19 H 0.304
20 H 0.366
21 Li 0.866
22 O -0.702
23 H 0.355


Record 2
ORCA calculation (ωB97M-V with the def2-TZVPD basis set) on 5 unconnected molecules or ions with the total composition C33H62BrN3O12PS4 at a distorted geometry.

## Properties
energy = -6869.66816 Eh
LUMO level = -3.25 eV
multiplicity = 1
total charge = +1
HOMO energy = -10.95 eV

Geometry (Å):
1 C -4.32 0.10 -1.35
2 O -3.14 -0.57 -1.75
3 C -2.54 0.00 -2.90
4 C -1.37 0.94 -2.59
5 C -0.43 0.41 -1.48
6 N -0.28 1.41 -0.40
7 C 0.40 2.56 -0.66
8 P 1.20 3.10 -2.26
9 N 1.81 1.72 -3.04
10 O -0.07 3.57 -3.21
11 C 0.58 3.48 0.32
12 C 0.03 3.30 1.59
13 C 0.26 4.35 2.63
14 O -0.60 4.98 3.18
15 O 1.57 4.50 2.92
16 C -0.70 2.15 1.83
17 C -1.33 2.00 3.20
18 C -2.76 2.62 3.28
19 C -3.73 2.16 2.18
20 C -5.07 2.94 2.19
21 N -5.39 3.61 0.91
22 C -0.82 1.20 0.81
23 C -1.58 -0.07 1.11
24 C -0.67 -1.31 1.32
25 C -1.44 -2.38 2.13
26 Br 0.98 -0.89 2.30
27 H -5.18 -0.23 -1.95
28 H -4.22 1.19 -1.33
29 H -4.53 -0.22 -0.32
30 H -2.28 -0.77 -3.62
31 H -3.30 0.61 -3.41
32 H -0.79 1.08 -3.50
33 H -1.72 1.93 -2.30
34 H -0.88 -0.50 -1.09
35 H 0.54 0.11 -1.84
36 H 2.81 1.77 -3.16
37 H 1.44 1.65 -3.98
38 H 0.32 4.20 -3.84
39 H 1.15 4.38 0.13
40 H 1.68 5.39 3.30
41 H -1.39 0.95 3.48
42 H -0.75 2.52 3.95
43 H -2.70 3.71 3.32
44 H -3.18 2.27 4.22
45 H -3.31 2.26 1.17
46 H -3.97 1.11 2.38
47 H -5.15 3.64 3.02
48 H -5.88 2.22 2.33
49 H -4.55 4.05 0.54
50 H -5.63 2.89 0.24
51 H -2.21 -0.25 0.23
52 H -2.25 0.04 1.95
53 H -0.38 -1.74 0.37
54 H -1.13 -2.39 3.17
55 H -1.16 -3.35 1.72
56 H -2.52 -2.22 2.07
57 C -0.40 3.63 8.83
58 C 0.12 2.24 8.46
59 C -1.10 1.35 8.19
60 S -2.40 2.45 7.62
61 O -3.47 2.45 8.59
62 O -2.66 2.21 6.22
63 C -1.47 3.97 7.80
64 H 0.40 4.37 8.84
65 H -0.84 3.61 9.83
66 H 0.74 2.30 7.56
67 H 0.74 1.81 9.25
68 H -0.91 0.61 7.42
69 H -1.46 0.86 9.10
70 H -2.13 4.77 8.10
71 H -1.02 4.19 6.83
72 C 4.68 -1.54 -0.67
73 C 5.01 -2.99 -1.05
74 C 3.68 -3.69 -1.39
75 S 2.57 -2.41 -1.97
76 O 1.48 -2.27 -1.04
77 O 2.32 -2.58 -3.38
78 C 3.71 -1.04 -1.73
79 H 5.57 -0.92 -0.62
80 H 4.20 -1.52 0.32
81 H 5.66 -2.99 -1.93
82 H 5.54 -3.51 -0.26
83 H 3.80 -4.44 -2.17
84 H 3.24 -4.14 -0.50
85 H 3.15 -0.16 -1.42
86 H 4.21 -0.86 -2.68
87 C -1.05 -7.78 -1.31
88 C -0.80 -7.57 0.18
89 C 0.44 -6.67 0.32
90 S 0.49 -5.66 -1.16
91 O 1.67 -6.01 -1.92
92 O 0.21 -4.29 -0.83
93 C -0.93 -6.40 -1.95
94 H -2.02 -8.23 -1.50
95 H -0.29 -8.45 -1.73
96 H -1.66 -7.08 0.63
97 H -0.66 -8.52 0.71
98 H 0.38 -6.02 1.19
99 H 1.36 -7.26 0.36
100 H -0.78 -6.43 -3.03
101 H -1.80 -5.78 -1.71
102 C 4.59 0.68 -8.03
103 C 3.18 0.14 -8.29
104 C 2.40 0.27 -6.98
105 S 3.13 1.64 -6.09
106 O 3.76 1.14 -4.89
107 O 2.19 2.74 -6.04
108 C 4.41 1.99 -7.28
109 H 5.15 0.82 -8.96
110 H 5.15 -0.03 -7.42
111 H 2.70 0.75 -9.07
112 H 3.19 -0.89 -8.64
113 H 1.34 0.47 -7.15
114 H 2.51 -0.62 -6.36
115 H 5.31 2.33 -6.77
116 H 4.04 2.78 -7.94

These are the Mulliken partial charges, in e, on atoms 1 to 99:
1 C -0.873
2 O -0.418
3 C -1.148
4 C -0.602
5 C 0.089
6 N 0.367
7 C 0.598
8 P -0.343
9 N -0.364
10 O -0.539
11 C -0.543
12 C 0.638
13 C -0.582
14 O -0.480
15 O -0.459
16 C 1.335
17 C -1.594
18 C -0.821
19 C 0.589
20 C -0.797
21 N -0.683
22 C 0.313
23 C -0.900
24 C 1.223
25 C -1.417
26 Br -0.190
27 H 0.356
28 H 0.307
29 H 0.275
30 H 0.400
31 H 0.563
32 H 0.047
33 H 0.566
34 H 0.334
35 H -0.371
36 H 0.447
37 H -0.061
38 H 0.362
39 H 0.450
40 H 0.403
41 H 0.591
42 H 0.812
43 H 0.383
44 H 0.511
45 H -0.199
46 H 0.076
47 H 0.389
48 H 0.366
49 H 0.273
50 H 0.274
51 H -0.473
52 H 0.650
53 H -0.056
54 H 0.398
55 H 0.150
56 H 0.409
57 C -0.614
58 C -0.591
59 C -0.631
60 S 0.988
61 O -0.692
62 O -0.577
63 C -0.532
64 H 0.351
65 H 0.307
66 H 0.272
67 H 0.330
68 H 0.338
69 H 0.349
70 H 0.417
71 H 0.211
72 C -0.757
73 C -0.738
74 C -0.593
75 S 1.165
76 O -0.374
77 O -0.762
78 C -0.111
79 H 0.433
80 H 0.244
81 H 0.307
82 H 0.392
83 H 0.390
84 H 0.188
85 H -0.077
86 H 0.388
87 C -0.565
88 C -0.610
89 C -0.759
90 S 1.058
91 O -0.719
92 O -0.509
93 C -0.812
94 H 0.367
95 H 0.286
96 H 0.272
97 H 0.341
98 H 0.386
99 H 0.381


Record 3
ORCA calculation (ωB97M-V with the def2-TZVPD basis set) on a single C2H4O4S molecule at a distorted geometry.

## Properties
energy = -777.60214 Eh
LUMO level = 0.55 eV
multiplicity = 1
total charge = 0
HOMO energy = -11.10 eV
relative energy (zero: lowest compared OMol25 entry of this formula, charge and spin) = 369.0 kJ/mol

Geometry (Å):
1 O -1.11 -0.32 2.09
2 S -0.02 0.22 1.37
3 O 1.12 0.58 2.10
4 C 0.39 -0.79 -0.13
5 C -0.11 0.12 -1.32
6 O -0.97 0.94 -0.72
7 O -0.47 1.56 0.48
8 H -0.34 -1.53 0.15
9 H 1.47 -0.91 -0.14
10 H 0.72 0.69 -1.85
11 H -0.70 -0.55 -2.04

Per-atom Mulliken charges, elementary charge units:
1 O -0.558
2 S 1.108
3 O -0.558
4 C -0.610
5 C -0.218
6 O -0.234
7 O -0.159
8 H 0.363
9 H 0.372
10 H 0.252
11 H 0.242


Record 4
ORCA calculation (ωB97M-V with the def2-TZVPD basis set) on 2 unconnected molecules or ions with the total composition C2H7NO2 at a distorted geometry.

## Properties
energy = -285.60525 Eh
LUMO level = 1.01 eV
multiplicity = 1
total charge = 0
HOMO energy = -10.27 eV
relative energy (zero: lowest compared OMol25 entry of this formula, charge and spin) = 174.7 kJ/mol

Geometry (Å):
1 N -2.36 -1.03 -2.62
2 C -1.52 -2.11 -2.29
3 O -0.45 -2.03 -1.76
4 H -2.29 -0.22 -2.04
5 H -2.58 -0.77 -3.56
6 H -2.04 -3.05 -2.55
7 C 1.79 1.17 2.52
8 O 1.75 2.51 2.02
9 H 2.75 0.71 2.33
10 H 1.47 1.18 3.54
11 H 1.06 0.60 1.96
12 H 2.43 3.04 2.45

Per-atom Mulliken charges, elementary charge units:
1 N -0.420
2 C 0.145
3 O -0.465
4 H 0.224
5 H 0.225
6 H 0.289
7 C -0.463
8 O -0.509
9 H 0.235
10 H 0.249
11 H 0.192
12 H 0.296


Record 5
ORCA calculation (ωB97M-V with the def2-TZVPD basis set) on 3 unconnected molecules or ions with the total composition C32H60BClFIN2O9P at a distorted geometry.

## Properties
energy = -3265.45547 Eh
LUMO level = -3.24 eV
multiplicity = 1
total charge = +1
HOMO energy = -11.02 eV
relative energy (zero: lowest compared OMol25 entry of this formula, charge and spin) = 658.2 kJ/mol

Geometry (Å):
1 C 1.20 1.80 3.89
2 C 0.27 1.65 2.81
3 C -1.28 1.48 3.04
4 N -2.20 0.96 2.00
5 C -2.70 2.00 0.99
6 B -1.60 2.81 0.14
7 O -0.87 3.86 0.86
8 O -1.24 2.73 -1.24
9 C -4.03 1.47 0.25
10 C -4.38 2.29 -1.12
11 C -5.88 1.81 -1.50
12 O -6.84 2.24 -0.81
13 F -6.18 0.90 -2.54
14 N -4.22 0.00 0.16
15 C -2.92 -0.80 0.17
16 C -3.42 -2.30 -0.02
17 C -2.57 -3.55 0.38
18 O -2.99 -4.25 1.37
19 I -0.77 -4.40 -0.48
20 P -2.17 -0.34 -1.54
21 O -3.53 -0.35 -2.64
22 O -1.17 -1.53 -2.20
23 C -2.00 -0.45 1.45
24 Cl -0.29 -0.75 0.76
25 C -2.30 -1.41 2.75
26 C -1.12 -2.44 3.12
27 C 0.08 -1.84 4.01
28 C 1.53 -2.20 3.37
29 C 2.22 -3.49 4.03
30 C 3.69 -3.67 3.37
31 C 3.65 -3.82 1.76
32 C 3.78 -2.41 0.96
33 C 4.69 -2.48 -0.36
34 C 5.05 -0.96 -0.82
35 C 4.57 -0.66 -2.34
36 C 3.14 0.11 -2.42
37 O 2.46 -0.07 -3.69
38 C 1.99 -1.44 -3.79
39 H 0.81 2.05 4.93
40 H 2.33 1.63 3.75
41 H 0.73 1.66 1.76
42 H -1.38 0.95 4.07
43 H -1.67 2.55 3.30
44 H -3.10 0.83 2.54
45 H -3.10 2.82 1.72
46 H 0.04 3.91 0.47
47 H -0.27 2.71 -1.39
48 H -4.93 1.79 0.92
49 H -3.63 2.13 -1.96
50 H -4.49 3.41 -0.85
51 H -4.68 -0.31 1.05
52 H -4.45 -2.39 0.52
53 H -3.71 -2.43 -1.14
54 H -3.22 0.21 -3.40
55 H -0.22 -1.30 -2.16
56 H -3.25 -2.06 2.60
57 H -2.53 -0.85 3.72
58 H -1.63 -3.24 3.80
59 H -0.68 -3.03 2.25
60 H 0.01 -0.72 4.23
61 H 0.07 -2.36 5.05
62 H 1.38 -2.40 2.25
63 H 2.21 -1.29 3.48
64 H 2.37 -3.35 5.17
65 H 1.62 -4.46 3.92
66 H 4.33 -2.76 3.63
67 H 4.15 -4.64 3.79
68 H 2.61 -4.28 1.51
69 H 4.43 -4.56 1.37
70 H 4.07 -1.58 1.70
71 H 2.70 -2.15 0.62
72 H 4.09 -3.01 -1.17
73 H 5.67 -3.00 -0.08
74 H 6.19 -0.85 -0.81
75 H 4.57 -0.16 -0.16
76 H 5.33 0.03 -2.85
77 H 4.59 -1.65 -2.92
78 H 3.31 1.25 -2.30
79 H 2.47 -0.21 -1.52
80 H 0.93 -1.51 -4.26
81 H 1.94 -1.97 -2.77
82 H 2.70 -2.02 -4.48
83 C 0.80 6.63 3.51
84 C 2.29 6.83 3.42
85 C 2.75 5.50 2.86
86 O 1.69 5.00 2.04
87 C 0.52 5.80 2.27
88 H 0.23 7.57 3.53
89 H 0.55 6.07 4.41
90 H 2.52 7.63 2.71
91 H 2.76 7.07 4.38
92 H 2.93 4.77 3.66
93 H 3.67 5.59 2.26
94 H 0.36 6.43 1.40
95 H -0.35 5.15 2.40
96 C -2.09 -1.32 -6.34
97 C -2.25 -1.35 -7.85
98 C -0.94 -1.97 -8.29
99 O -0.52 -2.85 -7.23
100 C -1.34 -2.61 -6.08
101 H -3.04 -1.27 -5.80
102 H -1.48 -0.46 -6.05
103 H -3.08 -2.00 -8.12
104 H -2.42 -0.37 -8.29
105 H -0.16 -1.21 -8.41
106 H -1.03 -2.53 -9.22
107 H -2.02 -3.45 -5.97
108 H -0.70 -2.55 -5.19

These are the Mulliken partial charges, in e, on atoms 1 to 99:
1 C -1.184
2 C 0.568
3 C -0.735
4 N -0.380
5 C -0.638
6 B 0.845
7 O 0.011
8 O -0.610
9 C -0.917
10 C -0.209
11 C 0.169
12 O -0.495
13 F -0.215
14 N -0.403
15 C -0.877
16 C -0.288
17 C -0.320
18 O -0.499
19 I 0.105
20 P 0.084
21 O -0.518
22 O -0.079
23 C 0.652
24 Cl 0.593
25 C -0.989
26 C -0.536
27 C -0.172
28 C 0.428
29 C -0.872
30 C -0.710
31 C -0.561
32 C 0.086
33 C -0.597
34 C -0.600
35 C -0.590
36 C 0.088
37 O -0.403
38 C -0.014
39 H 0.240
40 H 0.305
41 H -0.036
42 H 0.658
43 H 0.389
44 H 0.710
45 H 0.284
46 H 0.135
47 H 0.268
48 H 0.688
49 H 0.225
50 H 0.485
51 H 0.514
52 H 0.502
53 H 0.555
54 H 0.351
55 H 0.193
56 H 0.467
57 H 0.556
58 H 0.564
59 H -0.174
60 H -0.132
61 H 0.524
62 H -0.556
63 H 0.109
64 H 0.354
65 H 0.269
66 H 0.341
67 H 0.300
68 H 0.165
69 H 0.494
70 H 0.310
71 H -0.420
72 H 0.284
73 H 0.393
74 H 0.359
75 H 0.275
76 H 0.311
77 H 0.277
78 H 0.306
79 H -0.144
80 H -0.365
81 H 0.202
82 H 0.309
83 C -0.642
84 C -0.593
85 C -0.459
86 O -0.363
87 C -0.011
88 H 0.384
89 H 0.264
90 H 0.261
91 H 0.349
92 H 0.238
93 H 0.284
94 H 0.251
95 H -0.004
96 C -0.165
97 C -0.664
98 C -0.448
99 O -0.442